Computed, not measured: a 9-piece molecular cluster, C24H69N5O12 overall in a non-equilibrium geometry, with ωB97M-V/def2-TZVPD.

Element x y z (Å)
C 3.6217 3.9436 1.4188
O 3.0911 2.7067 0.8744
C 3.7621 1.4980 1.3731
C 2.9498 0.1838 1.2819
N 2.9827 -0.2737 -0.0894
C 4.0650 -1.0932 -0.4364
C 3.9904 -1.3364 -1.9608
O 5.0546 -2.1546 -2.3747
C 5.2881 -2.1126 -3.7662
H 4.7085 4.0059 1.3637
H 3.4111 4.0235 2.4853
H 3.0316 4.7918 1.0719
H 3.7724 1.5510 2.4618
H 4.8079 1.3926 1.0841
H 1.8754 0.2461 1.4549
H 3.3442 -0.6034 1.9244
H 2.8004 0.5252 -0.6798
H 4.1122 -2.0453 0.0920
H 5.0051 -0.5719 -0.2557
H 4.2131 -0.3416 -2.3467
H 3.0669 -1.7113 -2.4022
H 6.1431 -2.7436 -4.0089
H 5.4841 -1.1218 -4.1761
H 4.4396 -2.5545 -4.2885
C 0.8092 -3.4701 -0.2500
O 1.2222 -4.6403 0.4532
C 1.0031 -5.9481 -0.1270
C 1.8164 -6.3709 -1.2968
N 3.1585 -6.9632 -1.0799
C 4.1532 -5.9662 -0.7162
C 4.6256 -5.2297 -1.9967
O 4.7129 -6.0021 -3.1499
C 5.8986 -6.7995 -3.1933
H 1.5172 -2.6588 -0.0810
H -0.2056 -3.2642 0.0904
H 0.8381 -3.6142 -1.3301
H -0.0569 -6.1741 -0.2428
H 1.2573 -6.5536 0.7430
H 1.7314 -5.5127 -1.9635
H 1.2545 -7.1277 -1.8442
H 3.5171 -7.2936 -1.9645
H 4.9340 -6.6080 -0.3080
H 3.7558 -5.3018 0.0511
H 5.5090 -4.6331 -1.7689
H 3.9411 -4.4253 -2.2658
H 5.8151 -7.3437 -4.1340
H 5.8300 -7.4666 -2.3340
H 6.7041 -6.0683 -3.1257
C -2.8881 4.2028 -2.0310
O -2.9136 2.8344 -1.5871
C -4.0063 2.3883 -0.8445
C -4.3047 3.2809 0.4184
N -3.5256 3.0152 1.5485
C -4.0957 3.6803 2.7095
C -4.2718 5.1422 2.7968
O -3.2315 5.8513 2.0398
C -3.1267 7.1846 2.5353
H -2.5223 4.8811 -1.2601
H -3.8580 4.5279 -2.4075
H -2.2874 4.3918 -2.9207
H -3.6256 1.4121 -0.5444
H -4.8717 2.4363 -1.5055
H -5.3558 3.0823 0.6280
H -4.4058 4.3283 0.1344
H -3.5260 2.0744 1.9159
H -3.5067 3.2763 3.5329
H -5.0704 3.2020 2.8061
H -4.3693 5.4480 3.8385
H -5.1669 5.4453 2.2536
H -2.4157 7.1396 3.3602
H -4.1098 7.5860 2.7810
H -2.6531 7.9145 1.8788
C -1.5255 0.0909 1.2220
O -2.5957 0.0199 1.9123
N -0.8217 -0.9901 0.8386
N -1.1172 1.2471 0.7919
H -1.1668 -1.8608 1.2165
H 0.1258 -0.8376 0.5239
H -1.7883 1.9908 0.9214
H -0.2379 1.3180 0.3001
C -4.3131 -2.1587 3.8410
O -4.1498 -0.7505 3.9776
H -4.6138 -2.5477 4.8138
H -5.1388 -2.4125 3.1763
H -3.4319 -2.6017 3.3769
H -3.7640 -0.4339 3.1575
C -2.1807 -1.3623 -2.2653
O -2.7622 -0.9882 -3.4563
H -2.0121 -0.5048 -1.6138
H -2.9038 -1.9591 -1.7095
H -1.2161 -1.8600 -2.3647
H -3.6212 -0.5821 -3.3191
C 0.3925 3.4004 -2.4810
O 0.4318 4.8043 -2.1830
H -0.3868 3.0383 -1.8104
H 0.4099 3.1634 -3.5448
H 1.2647 2.9532 -2.0043
H 1.3406 5.0572 -2.0052
C -5.5243 -0.6440 0.1810
O -5.9428 -2.0045 0.3971
H -4.6739 -0.3756 0.8078
H -5.1828 -0.5367 -0.8486
H -6.2598 0.0910 0.5081
H -6.6734 -2.2384 -0.1801
C 0.5346 4.0786 2.9695
O -0.8234 4.3323 3.2474
H 1.0539 4.9244 2.5189
H 0.9245 3.9920 3.9837
H 0.8451 3.1984 2.4065
H -1.1500 4.4546 2.3530

## Properties
total energy: -2132.1550 hartree
net charge: 0
SMILES: COCCNCCOC.COCCNCCOC.COCCNCCOC.NC(N)=O.CO.CO.CO.CO.CO
Kohn-Sham gap: 0.338 Ha

Computed, not measured: a 8-piece molecular cluster, C24H69N5O8 overall in a non-equilibrium geometry, with ωB97M-V/def2-TZVPD.

Element x y z (Å)
O -0.9256 0.1753 3.0390
H -1.4458 0.8527 3.4712
H -1.3159 0.0915 2.1690
C 1.7155 3.9547 3.5600
C 0.8318 3.0712 2.6864
O 1.2682 1.7739 2.6666
H 1.3579 4.9832 3.5117
H 2.7670 4.0296 3.2826
H 1.6050 3.5579 4.5692
H 0.7697 3.4804 1.6780
H -0.1173 3.0263 3.2205
H 0.5486 1.1414 2.7277
C -0.1129 -1.3417 -0.8250
C -0.0692 -0.0789 0.0148
O -1.4558 0.1931 0.3945
H -0.5680 -1.1311 -1.7928
H -0.5805 -2.2092 -0.3594
H 0.9502 -1.5178 -0.9892
H 0.3053 0.7761 -0.5481
H 0.6330 -0.1733 0.8431
H -1.9263 0.4325 -0.4074
C -3.0118 -1.9401 -5.9134
C -3.2468 -2.1171 -4.3885
C -2.8328 -3.5434 -3.9051
O -2.6866 -3.6482 -2.5215
C -2.2016 -4.9451 -2.1106
N -2.5311 -1.0605 -3.7488
H -3.4966 -2.6790 -6.5513
H -1.9535 -1.9922 -6.1693
H -3.4397 -1.0550 -6.3842
H -4.2960 -1.9771 -4.1283
H -1.9250 -3.8613 -4.4179
H -3.5944 -4.2502 -4.2344
H -2.2612 -4.9084 -1.0228
H -1.2423 -5.2463 -2.5314
H -2.9351 -5.6502 -2.5015
H -2.5732 -1.3605 -2.7853
H -1.5668 -1.2025 -4.0133
C 0.2647 -4.4999 5.1256
C 0.3188 -3.3258 4.1158
C -0.0567 -3.7768 2.6920
O 0.9168 -4.6967 2.2957
C 0.9521 -4.9997 0.8833
N -0.5571 -2.2723 4.6848
H 0.3790 -4.1026 6.1342
H 1.1048 -5.1358 4.8464
H -0.6534 -5.0872 5.1072
H 1.3457 -2.9696 4.0339
H 0.0091 -2.8990 2.0492
H -1.0299 -4.2671 2.6689
H 1.1625 -4.0809 0.3360
H 0.0011 -5.3792 0.5095
H 1.6762 -5.7702 0.6185
H -1.5397 -2.5049 4.7081
H -0.5750 -1.5766 3.9528
C -5.1321 0.1807 -1.0799
C -4.5110 1.5383 -1.3781
C -4.2376 2.3474 -0.0725
O -5.5739 2.6137 0.4525
C -5.5745 3.5340 1.5117
N -3.2339 1.2554 -1.9498
H -5.4688 -0.3131 -1.9915
H -6.0326 0.2382 -0.4686
H -4.4149 -0.3680 -0.4694
H -5.1022 2.0614 -2.1297
H -3.6726 3.2436 -0.3288
H -3.6744 1.7535 0.6474
H -5.0041 3.1586 2.3613
H -6.6384 3.6266 1.7301
H -5.2395 4.5321 1.2294
H -2.8734 2.1434 -2.2687
H -3.2477 0.7854 -2.8437
C 7.4528 -2.7691 2.3479
C 7.0370 -1.7988 1.2347
C 5.8677 -0.9444 1.5191
O 4.6581 -1.7167 1.3856
C 3.5133 -1.0870 1.9530
N 8.2019 -1.0906 0.7703
H 7.5431 -2.2429 3.2982
H 8.3800 -3.3364 2.2667
H 6.6376 -3.4913 2.3936
H 6.7985 -2.2927 0.2927
H 5.8324 -0.0961 0.8355
H 5.9377 -0.4742 2.5000
H 2.5819 -1.5563 1.6361
H 3.5226 -0.0660 1.5713
H 3.5463 -1.1985 3.0367
H 8.8982 -1.6967 0.3605
H 8.0027 -0.3802 0.0806
C 0.2628 3.1916 -1.2919
C 0.5035 4.6905 -1.5345
C 1.2651 5.0880 -2.7894
O 1.5845 6.4512 -2.8331
C 1.9242 7.0211 -4.0862
N -0.8273 5.2688 -1.5872
H -0.4293 2.6828 -1.9630
H -0.1874 3.0608 -0.3079
H 1.2033 2.6527 -1.4068
H 1.0863 5.0291 -0.6780
H 0.6487 4.8422 -3.6541
H 2.1787 4.4941 -2.8140
H 2.0674 8.0922 -3.9439
H 1.0568 6.9484 -4.7423
H 2.7116 6.5322 -4.6598
H -1.1659 5.3110 -0.6366
H -0.8226 6.2434 -1.8524

## Properties
total energy: -1831.3315 hartree
net charge: 0
SMILES: COC[C@H](C)N.COC[C@H](C)N.COC[C@H](C)N.COC[C@H](C)N.COC[C@H](C)N.CCO.CCO.O
relative energy (zero: lowest compared OMol25 entry of this formula, charge and spin): 32.6 kcal/mol
Kohn-Sham gap: 0.338 Ha

no.,molar mass (Da),E_HOMO (Eh)
1,619.84,-0.3226
2,555.84,-0.3190